Density functional theory data (wB97M-V/def2-TZVPD) for a 2-piece molecular cluster, C9H9NO2 overall.

Geometry as XYZ:
```
21
Properties=species:S:1:pos:R:3:forces:R:3
C 3.6562 0.7500 0.4386 -0.025 -1.431 -0.467
C 2.6487 -0.3646 -0.1567 2.506 0.312 2.774
C 1.2679 -0.4124 -0.0477 5.874 -5.754 -0.270
C 0.4258 0.6022 -0.0136 -1.448 9.234 -3.211
C -1.0288 0.3645 -0.0369 -1.284 0.721 1.771
C -2.0898 1.2732 0.0698 -0.882 1.623 -1.523
C -3.3597 0.6000 -0.0240 -2.262 2.971 1.478
C -3.6495 -0.7671 0.0873 2.158 3.672 -0.113
C -2.4454 -1.4156 0.0967 -6.275 -7.236 -0.392
H 4.4635 1.1276 -0.3132 -0.651 -1.741 1.510
H 3.0715 1.6256 0.3549 -0.934 1.233 1.394
H 4.0208 0.3552 1.6406 -1.017 1.453 -3.873
H 4.2899 -1.4197 0.6789 -3.793 -0.610 -4.444
H 1.0608 -1.4981 0.0134 -0.949 0.981 -0.243
H -2.1124 2.5509 0.0338 0.527 -4.249 0.177
H -4.2089 1.3610 0.0402 0.887 -1.321 -0.303
H -4.5895 -1.1726 0.2704 -1.399 -0.596 -0.146
H -2.4408 -2.5592 0.0111 -0.287 1.210 0.574
N -1.3572 -0.9217 0.0124 8.245 2.387 -0.642
O 3.3486 -1.5487 -0.3198 2.501 1.407 4.077
O 0.8256 1.8362 -0.3423 -1.492 -4.265 1.869
```
Positions in Å, forces in eV/Å.

Computed properties:
HOMO-LUMO gap: 8.00 eV
Lowest unoccupied orbital energy: -1.06 eV
E: -553.3348 hartree
Spin multiplicity: 1

Atom charges from the natural (NBO) analysis, given in e for atoms 1 to 6:
1. C -0.717
2. C 0.499
3. C -0.430
4. C 0.441
5. C 0.100
6. C -0.181

Density functional theory data (wB97M-V/def2-TZVPD) for one molecule with the formula C9H9NO2S.

Geometry as XYZ:
```
22
Properties=species:S:1:pos:R:3:forces:R:3
O 1.5074 -1.3616 -0.0873 -0.060 -3.667 -0.722
N 1.5324 -0.1530 0.0851 1.145 0.927 0.095
C 0.4170 0.5321 0.2133 2.163 1.601 1.138
O 0.6466 1.8857 0.4149 -0.496 -0.235 -0.145
C -0.9013 -0.0263 0.3204 -0.323 -0.755 -2.119
C -1.2533 -1.3624 0.0528 1.827 -1.250 0.348
C -2.5607 -1.7429 0.0367 -1.392 -1.552 0.543
C -3.5940 -0.8449 0.1169 0.758 -0.166 0.815
C -3.2680 0.4706 0.2625 -1.554 1.456 -1.666
C -1.9723 0.8521 0.2490 0.707 1.796 1.044
C 2.9211 0.3883 0.0763 2.853 3.392 0.101
C 3.9857 0.2950 -1.0743 -1.053 0.116 0.033
S 4.6785 -0.4268 0.4254 -2.346 0.306 -0.090
H 0.2650 2.1442 1.2637 -0.052 0.011 -0.067
H -0.5329 -2.1838 -0.1284 -0.214 1.113 0.461
H -2.8405 -2.8108 0.1025 0.486 0.580 -0.583
H -4.5763 -1.1802 0.1988 -1.584 -0.473 -0.208
H -3.9850 1.2867 0.0438 0.106 -0.730 0.757
H -1.8489 1.9290 0.2223 0.570 -0.064 0.056
H 3.0393 1.4380 0.5952 -0.751 -2.331 -1.217
H 3.9510 -0.3735 -1.9517 -0.718 -0.053 0.857
H 4.3891 1.2441 -1.4379 -0.074 -0.023 0.568
```
Positions in Å, forces in eV/Å.

Computed properties:
SMILES: [O-]/[N+](=C(/O)c1ccccc1)[C@@H]1CS1
HOMO-LUMO gap: 7.86 eV
Lowest unoccupied orbital energy: -0.11 eV
E: -951.6072 hartree
Spin multiplicity: 1

Atom charges from the natural (NBO) analysis, given in e for atoms 1 to 6:
1. O -0.523
2. N 0.091
3. C 0.432
4. O -0.689
5. C -0.141
6. C -0.166

Density functional theory data (wB97M-V/def2-TZVPD) for one molecule with the formula C9H9NO3.

Geometry as XYZ:
```
22
Properties=species:S:1:pos:R:3:forces:R:3
O -3.7669 0.8458 0.3364 -0.726 -0.229 1.034
N -2.7488 0.3384 0.7654 0.898 1.161 -0.484
O -2.5289 -0.0383 1.8906 -0.247 -0.078 -0.253
C -1.6316 0.2232 -0.2719 -2.087 -0.886 -3.793
O -2.2293 0.7972 -1.5850 1.440 -0.777 3.311
C -1.4327 -1.3461 -0.5062 -1.910 1.627 -0.053
C -0.2344 -1.6034 0.3675 -0.642 -3.002 0.183
C 0.5315 -0.3752 0.3851 0.746 2.175 -0.233
C 1.8717 -0.2112 0.6277 -0.164 4.073 -0.284
C 2.4851 1.0898 0.5310 -2.551 0.632 -1.149
C 1.6136 2.1357 0.0443 0.691 -0.679 0.383
C 0.2042 1.9808 -0.1888 2.692 -0.039 0.319
C -0.2707 0.7539 0.0695 -0.741 -3.013 0.028
H -3.0749 1.1329 -1.2262 0.072 0.008 -0.506
H -1.2038 -1.3583 -1.5718 0.286 -0.256 0.049
H -2.3966 -1.9849 -0.3901 1.720 1.205 0.231
H 0.2504 -2.4870 -0.1223 0.228 0.622 1.168
H -0.5671 -1.7805 1.4116 0.217 -0.562 -0.577
H 2.4749 -0.9134 1.0150 1.815 -3.046 0.891
H 3.5781 1.3161 0.7052 -1.537 -0.526 -0.175
H 2.1158 3.0605 -0.1816 -0.204 0.411 -0.045
H -0.4707 2.6149 -0.7104 0.005 1.181 -0.046
```
Positions in Å, forces in eV/Å.

Computed properties:
SMILES: O=[N+]([O-])[C@]1(O)CCc2ccccc21
HOMO-LUMO gap: 9.34 eV
Lowest unoccupied orbital energy: 0.05 eV
E: -628.6926 hartree
Spin multiplicity: 1

Atom charges from the natural (NBO) analysis, given in e for atoms 1 to 6:
1. O -0.386
2. N 0.530
3. O -0.349
4. C 0.323
5. O -0.729
6. C -0.395

Density functional theory data (wB97M-V/def2-TZVPD) for a 2-piece molecular cluster, C9H9NOS2 overall.

Geometry as XYZ:
```
22
Properties=species:S:1:pos:R:3:forces:R:3
O -1.9937 -1.6598 0.3197 0.798 0.633 1.055
C -1.0820 -0.9818 1.0608 0.559 0.778 0.581
N -0.3509 -1.4967 2.0080 -0.402 -0.431 -0.878
S 0.7912 -0.4252 2.5548 0.115 0.829 0.065
C 0.2978 0.9371 1.5340 -2.377 -2.504 -0.143
C 0.7239 2.2585 1.4165 -0.426 -2.251 -0.437
C 0.1794 2.9630 0.3472 0.630 0.644 1.428
C -0.9026 2.4343 -0.3855 -0.039 0.996 -1.510
C -1.4175 1.1803 -0.1865 -0.135 0.813 -0.045
C -0.8231 0.3938 0.7938 0.829 0.944 -0.476
H -1.8027 -2.5425 0.6251 -0.492 -1.257 -0.216
H 1.4988 2.4372 2.1425 0.340 1.335 -0.375
H 0.6553 3.9454 0.2968 -0.788 0.005 -0.903
H -1.4111 2.8953 -1.2703 1.024 0.493 1.121
H -2.2777 1.0194 -0.8460 0.342 -1.056 0.660
C 1.4001 -1.3247 -1.5646 2.874 -3.373 -1.057
C 0.8711 -2.6880 -1.2818 -1.363 1.383 -1.699
S -0.3353 -3.1977 -2.2580 0.719 -0.701 1.112
H 2.3620 -1.4850 -2.1567 -1.061 0.651 0.749
H 0.7269 -0.7472 -2.0258 -2.412 1.814 -2.607
H 1.5503 -0.8129 -0.7069 1.350 1.452 3.146
H 1.3398 -3.1028 -0.4172 -0.087 -1.197 0.428
```
Positions in Å, forces in eV/Å.

Computed properties:
SMILES: Oc1nsc2ccccc12.CC=S
HOMO-LUMO gap: 8.45 eV
Lowest unoccupied orbital energy: -0.14 eV
E: -1274.6545 hartree
Spin multiplicity: 1

Atom charges from the natural (NBO) analysis, given in e for atoms 1 to 6:
1. O -0.636
2. C 0.495
3. N -0.659
4. S 0.563
5. C -0.173
6. C -0.238

Density functional theory data (wB97M-V/def2-TZVPD) for an isolated ion of composition C9H9O3 and charge -1.

Geometry as XYZ:
```
21
Properties=species:S:1:pos:R:3:forces:R:3
O -0.7621 0.9959 -2.2392 1.065 0.601 0.897
C -0.1324 1.2586 -1.2106 -4.219 -3.675 0.904
C 0.8549 1.9031 -0.6404 4.617 2.508 -1.569
C 1.3721 1.9560 0.7068 -2.545 0.444 0.651
O 2.3687 2.5527 1.1031 0.970 -0.147 -0.750
C 0.3322 1.6677 1.7409 1.650 -0.259 -0.310
C -0.6998 0.8558 1.5174 0.828 -0.213 -0.986
C -0.8570 0.0289 0.3253 4.074 1.118 -0.913
O -2.1130 -0.3868 0.0319 -1.233 -0.020 1.182
C 0.1817 -1.1473 0.1451 -1.689 0.857 -0.191
C -0.2942 -2.5220 -0.1427 0.846 -2.559 1.834
C 0.3423 -1.7773 -1.2131 -0.447 1.060 0.695
H 1.5174 2.5029 -1.3532 -0.841 -0.554 0.769
H 0.6396 2.2909 2.5871 -1.030 -0.490 0.284
H -1.4824 0.8393 2.1848 -1.925 -0.076 1.682
H -2.0556 -0.4871 -0.8974 -0.562 -0.004 -2.011
H 1.0240 -1.2538 0.7829 0.799 0.843 0.389
H -1.3142 -2.6603 -0.3239 -1.469 -0.291 0.069
H 0.1624 -3.3736 0.4494 -0.349 1.031 -0.966
H 1.2716 -1.8052 -1.6407 2.403 -0.802 -0.631
H -0.3561 -1.4384 -1.9134 -0.944 0.628 -1.030
```
Positions in Å, forces in eV/Å.

Computed properties:
SMILES: O=C=C/C([O-])=C\C=C(\O)C1CC1
HOMO-LUMO gap: 6.84 eV
Net charge: -1
Lowest unoccupied orbital energy: 3.72 eV
E: -573.9841 hartree
Spin multiplicity: 1

Atom charges from the natural (NBO) analysis, given in e for atoms 1 to 6:
1. O -0.697
2. C 0.588
3. C -0.618
4. C 0.509
5. O -0.652
6. C -0.330

Density functional theory data (wB97M-V/def2-TZVPD) for an isolated ion of composition C9H9O4S2 and charge -1.

Geometry as XYZ:
```
24
Properties=species:S:1:pos:R:3:forces:R:3
C 1.3600 -0.6960 -2.4742 -0.011 -0.204 0.032
C 0.6820 0.6339 -2.3484 -0.387 0.222 -0.360
S 1.0066 1.7615 -3.5682 0.017 -0.140 0.140
C -0.2984 0.9523 -1.3776 -0.441 0.178 0.431
O -0.9987 2.1142 -1.6021 0.006 -0.133 0.049
C -0.5775 0.3496 -0.1243 0.274 0.252 -0.723
C 0.1969 -0.6965 0.4400 0.250 -0.539 0.150
C 0.2534 -0.8882 1.7894 0.030 0.060 -0.495
C -0.4260 -0.0261 2.6778 -0.139 0.544 0.307
C -1.2834 0.8970 2.1743 1.165 0.105 0.932
C -1.5553 0.9570 0.7705 -0.659 0.087 -0.096
S -3.3551 -0.0196 1.0924 -0.422 -0.546 -0.930
O -4.0392 0.9817 1.8792 0.099 0.172 0.051
O -3.0151 -1.2356 1.7883 0.056 -0.086 0.047
O -3.8432 -0.1932 -0.2550 0.078 0.102 -0.101
H 0.6789 -1.5108 -2.2266 0.070 -0.051 0.076
H 1.6858 -0.8222 -3.5075 0.001 0.040 0.152
H 2.2428 -0.7520 -1.8362 0.043 -0.071 0.104
H -0.6438 2.4690 -2.4473 -0.039 -0.034 0.162
H 0.8214 -1.3063 -0.1892 0.044 -0.031 -0.016
H 0.8824 -1.6709 2.1908 0.041 -0.082 -0.030
H -0.2527 -0.1145 3.7410 -0.147 -0.017 0.053
H -1.8563 1.5366 2.8264 -0.064 0.004 0.042
H -2.0275 1.8531 0.3932 0.136 0.169 0.023
```
Positions in Å, forces in eV/Å.

Computed properties:
SMILES: CC(=S)/C(O)=C1\C=CC=C[C@@H]1S(=O)(=O)[O-]
HOMO-LUMO gap (alpha / beta): 5.72 / 5.83 eV
Net charge: -1
Lowest unoccupied orbital energy (alpha / beta): 1.87 / 1.88 eV
E: -1445.7121 hartree
Spin multiplicity: 1

Atom charges from the natural (NBO) analysis, given in e for atoms 1 to 6:
1. C -0.666
2. C -0.100
3. S -0.271
4. C 0.175
5. O -0.715
6. C 0.055

Density functional theory data (wB97M-V/def2-TZVPD) for one molecule with the formula C9H9P.

Geometry as XYZ:
```
19
Properties=species:S:1:pos:R:3:forces:R:3
C 2.0696 1.0667 -1.1866 -0.301 0.563 -0.666
C -1.7705 -2.0310 0.7975 -0.082 0.079 0.900
C -1.6091 -1.7599 2.1997 -0.332 -0.340 -0.268
C 2.5478 0.5149 -0.0469 0.811 0.326 2.461
C 0.7024 1.2979 -1.6343 -0.168 0.021 -0.274
C -0.7540 -1.6012 0.0129 1.545 0.542 -0.738
C -0.4533 -1.1331 2.5291 0.713 0.707 -0.538
C 1.8855 0.0601 1.1239 -0.034 -0.332 -2.819
C -0.2769 1.9634 -1.0304 0.264 -0.173 0.304
P 0.4554 -0.7951 1.0546 -2.330 -1.045 2.026
H 2.8046 1.3726 -1.9265 0.095 -0.327 -0.020
H -2.6441 -2.5348 0.4153 -0.011 -0.038 -0.148
H -2.3596 -2.0496 2.9170 -0.034 -0.056 0.116
H 3.6291 0.4949 0.0598 0.158 -0.027 -0.294
H 0.5328 0.9424 -2.6463 -0.139 0.016 -0.107
H -0.6587 -1.7295 -1.0501 -0.028 0.082 -0.090
H -0.1306 -0.8299 3.5083 -0.041 -0.012 0.159
H -1.2374 2.1025 -1.4942 -0.141 -0.006 -0.178
H -0.1474 2.3934 -0.0496 0.055 0.020 0.175
```
Positions in Å, forces in eV/Å.

Computed properties:
<S²>: 2.0571
HOMO-LUMO gap (alpha / beta): 7.53 / 6.47 eV
Lowest unoccupied orbital energy (alpha / beta): 0.93 / -1.90 eV
E: -689.4682 hartree
Spin multiplicity: 3

Atom charges from the natural (NBO) analysis, given in e for atoms 1 to 6:
1. C -0.155
2. C -0.245
3. C -0.246
4. C -0.306
5. C -0.255
6. C -0.562

Density functional theory data (wB97M-V/def2-TZVPD) for one molecule with the formula C9H9PS.

Geometry as XYZ:
```
20
Properties=species:S:1:pos:R:3:forces:R:3
S 3.3450 -1.2724 0.4519 -0.475 -0.520 -0.511
P 2.2223 0.1025 -0.7323 -3.109 0.016 0.955
C 2.0089 1.5133 0.4471 -0.809 -1.255 -1.642
C 0.9264 2.2739 0.4857 -0.251 -0.879 -1.451
C -0.2353 1.9582 -0.4679 -2.063 0.108 4.232
C -0.7495 0.5639 -0.2086 0.878 -2.513 0.263
C -2.0535 0.1074 0.0228 2.385 0.507 -0.674
C -2.3608 -1.2099 0.1247 -2.045 -0.096 1.170
C -1.3628 -2.1745 0.1058 -3.458 -2.833 -0.503
C -0.1199 -1.8432 -0.2946 0.196 0.751 1.086
C 0.1497 -0.4815 -0.2922 4.210 0.434 -1.717
H 3.1055 -2.2889 -0.4507 0.343 0.709 0.570
H 2.7331 1.7779 1.1194 2.168 0.244 1.526
H 1.0033 3.0274 1.2413 -0.910 0.714 0.046
H 0.0094 1.9290 -1.4623 0.816 0.715 -2.496
H -1.1568 2.5268 -0.2466 0.785 0.679 -0.544
H -2.7963 0.7978 0.0757 -2.265 1.981 0.135
H -3.4759 -1.3275 0.2988 1.633 -0.818 -0.119
H -1.6921 -3.2769 0.2036 0.738 1.837 -0.111
H 0.4994 -2.7032 -0.4216 1.233 0.220 -0.215
```
Positions in Å, forces in eV/Å.

Computed properties:
SMILES: SP1C=CCc2ccccc21
HOMO-LUMO gap: 9.01 eV
Lowest unoccupied orbital energy: 0.64 eV
E: -1087.8100 hartree
Spin multiplicity: 1

Atom charges from the natural (NBO) analysis, given in e for atoms 1 to 6:
1. S -0.306
2. P 0.590
3. C -0.498
4. C -0.166
5. C -0.464
6. C -0.061